No. 1
ORCA calculation (ωB97M-V/def2-TZVPD) on C38H28AsIN10RhS as an isolated structure.

```
! RIJCOSX wB97M-V def2-TZVPD def2/J DEFGRID3
* xyz 1 5
Rh -0.749 0.269 0.190
C 0.224 -4.961 -3.653
C -0.741 -4.352 -4.466
C -1.377 -3.184 -4.076
C -1.016 -2.641 -2.852
C -1.449 -1.451 -2.152
N -0.771 -1.353 -0.999
C 0.119 -2.389 -0.893
N 1.044 -2.569 0.076
C 1.324 -1.713 0.999
C 2.441 -1.867 1.943
C 3.330 -2.908 2.143
C 4.325 -2.721 3.096
C 4.422 -1.531 3.817
C 3.522 -0.490 3.614
C 2.534 -0.688 2.669
C 1.443 0.194 2.213
N 1.255 1.379 2.704
C 0.254 2.192 2.274
N -0.673 1.930 1.330
C -1.518 2.998 1.201
N -2.555 3.105 0.339
C -2.824 2.255 -0.588
N -2.132 1.082 -0.921
C -2.747 0.470 -2.000
N -2.440 -0.634 -2.598
C -3.895 1.301 -2.393
C -4.820 1.136 -3.405
C -5.813 2.101 -3.519
C -5.868 3.188 -2.646
C -4.932 3.346 -1.631
C -3.946 2.381 -1.524
C -1.120 4.007 2.141
C -1.618 5.276 2.424
C -0.965 6.017 3.393
C 0.159 5.515 4.065
C 0.660 4.254 3.787
C 0.004 3.507 2.818
N 0.744 -0.474 1.240
C -0.039 -3.239 -2.040
C 0.590 -4.418 -2.433
H 0.691 -5.877 -3.989
H -0.993 -4.806 -5.415
H -2.127 -2.711 -4.695
H 3.244 -3.830 1.584
H 5.037 -3.512 3.285
H 5.211 -1.420 4.548
H 3.584 0.437 4.166
H -4.766 0.289 -4.075
H -6.558 2.013 -4.298
H -6.654 3.920 -2.764
H -4.966 4.185 -0.951
H -2.483 5.664 1.903
H -1.324 7.007 3.639
H 0.642 6.130 4.812
H 1.528 3.862 4.299
H 1.328 -4.893 -1.802
C 4.246 0.465 -3.609
As 3.452 -0.121 -1.957
C 4.728 0.301 -0.578
C 3.453 -2.043 -2.078
S 1.610 0.821 -1.655
H 5.256 0.068 -3.700
H 4.265 1.553 -3.612
H 3.629 0.113 -4.434
H 5.698 -0.134 -0.815
H 4.364 -0.092 0.372
H 4.807 1.385 -0.512
H 3.124 -2.478 -1.137
H 4.467 -2.367 -2.314
H 2.771 -2.345 -2.871
I -3.086 -4.578 3.350
C -2.619 -2.637 2.874
C -2.356 -1.599 3.743
N -2.092 -0.522 2.987
N -2.177 -0.793 1.677
C -2.486 -2.082 1.596
H -2.350 -1.555 4.818
H -1.878 0.417 3.286
H -2.602 -2.558 0.637
*
```

The value obtained for the HOMO energy (spin up / spin down) is -8.54 / -10.81 eV. The HOMO-LUMO gap (spin up / spin down) comes out at 4.9816 / 5.5959 eV.

***

No. 2
ORCA calculation (ωB97M-V/def2-TZVPD) on a 2-piece molecular cluster, C4H12N2S overall.

```
! RIJCOSX wB97M-V def2-TZVPD def2/J DEFGRID3
* xyz 0 1
C 1.123 1.565 0.678
N -0.258 1.363 1.121
C -0.704 0.148 0.399
C -1.199 0.460 -0.932
S -2.218 -0.960 -1.364
C 0.181 -1.080 0.396
N 1.126 -1.387 -0.649
H 1.189 2.183 -0.271
H 1.743 2.149 1.397
H 1.709 0.638 0.373
H -0.141 1.043 2.088
H -1.597 -0.150 0.938
H -1.779 1.373 -0.767
H -0.443 0.767 -1.709
H -1.250 -2.840 -0.884
H -0.561 -1.881 0.337
H 0.702 -1.190 1.398
H 1.798 -0.586 -0.985
H 0.579 -1.615 -1.563
*
```

The value obtained for the energy above the lowest of the compared OMol25 structures with the same formula, charge and spin is 461.20 kJ/mol. The value obtained for the HOMO energy is -9.02 eV. The HOMO-LUMO gap comes out at 7.2611 eV.

***

No. 3
ORCA calculation (ωB97M-V/def2-TZVPD) on C10H38O9 as an isolated structure.

```
! RIJCOSX wB97M-V def2-TZVPD def2/J DEFGRID3
* xyz 0 1
C 3.079 1.030 0.526
C 3.862 2.291 0.216
O 3.722 3.177 1.306
H 3.037 0.341 -0.318
H 2.041 1.310 0.704
H 3.493 0.522 1.397
H 3.483 2.791 -0.675
H 4.932 2.084 0.221
H 4.442 2.903 1.880
C 1.077 1.267 3.031
O -0.029 1.651 2.247
H 1.189 0.208 3.266
H 1.956 1.608 2.483
H 1.010 1.873 3.934
H 0.140 1.174 1.431
C 0.004 2.685 -1.418
O 0.938 1.617 -1.291
H 0.441 3.441 -2.070
H -1.010 2.502 -1.775
H -0.010 3.245 -0.484
H 1.060 1.243 -2.166
C -2.295 -2.318 -1.654
O -1.933 -1.282 -0.779
H -3.372 -2.454 -1.749
H -2.021 -2.102 -2.687
H -1.825 -3.251 -1.342
H -1.871 -1.555 0.140
C 0.099 -0.380 -0.134
O 0.444 0.698 0.655
H -0.502 -1.043 0.488
H -0.314 -0.026 -1.079
H 0.994 -0.954 -0.374
H 0.769 1.387 0.071
C -1.315 -2.313 2.150
O -1.958 -2.193 0.940
H -0.318 -2.754 2.163
H -1.316 -1.301 2.553
H -1.974 -2.997 2.686
H -2.851 -1.994 1.230
C 1.441 -2.995 -1.277
O 2.378 -3.694 -0.545
H 0.416 -3.363 -1.319
H 1.331 -1.974 -0.911
H 1.791 -2.952 -2.309
H 3.012 -3.051 -0.221
C -1.872 0.551 -2.834
O -2.545 0.461 -1.614
H -2.249 1.317 -3.512
H -0.798 0.627 -2.666
H -2.053 -0.357 -3.409
H -2.481 -0.424 -1.249
C -2.674 0.780 0.686
O -2.981 0.019 1.826
H -3.523 0.668 0.012
H -2.485 1.817 0.964
H -1.763 0.408 0.217
H -2.244 0.030 2.442
*
```

The value obtained for the energy above the lowest of the compared OMol25 structures with the same formula, charge and spin is 1551.96 kJ/mol. The value obtained for the HOMO energy is -8.47 eV. The HOMO-LUMO gap comes out at 8.7535 eV.